Below is 2 unconnected molecules or ions with the total composition C5H13NO3P in a non-equilibrium geometry, with properties calculated with the ωB97M-V functional and the def2-TZVPD basis.

Structure (XYZ):
```
23
Properties=species:S:1:pos:R:3:forces:R:3:mulliken_charge:R:1
P 0.874057 1.415108 -3.042511 0.441 1.209 -0.837 0.9017
O 1.349792 0.672704 -4.223997 0.505 -1.267 -0.733 -0.7899
O 1.232619 2.853337 -2.962140 -0.485 0.203 0.765 -0.7605
O -0.725458 1.109811 -2.912548 0.524 1.857 3.303 -0.5262
N 1.748622 -0.632512 -1.494620 1.761 -0.333 -1.207 -0.5501
C -1.451396 -0.090162 1.818731 1.453 -1.358 -0.600 -0.6258
C 1.009816 -1.001408 2.298428 0.735 1.208 -4.117 -1.0377
C 0.010346 0.152304 2.221414 0.627 0.290 -1.962 -0.3121
C 1.216041 0.510124 -1.521656 -0.432 -0.543 -0.433 0.1109
C -1.789068 -0.841771 0.518071 1.012 1.082 -1.383 -0.8662
H -1.793719 -0.110525 -0.377141 0.664 -1.348 1.166 0.1293
H 2.223412 -0.718366 -2.444693 -0.740 -0.374 1.088 0.2926
H 0.969631 -1.569974 1.239073 0.247 0.900 2.604 0.2097
H 2.005465 -0.421439 2.284008 -1.118 -1.591 0.497 0.2532
H 0.804372 -1.602509 3.134485 0.259 -1.123 1.034 0.4258
H 0.641170 0.773789 -0.671410 -0.461 0.616 1.085 -0.0116
H -2.794138 -1.196235 0.502552 -0.994 -0.235 0.461 0.3836
H -1.846555 0.871070 1.770730 -1.158 1.645 -0.023 0.3000
H -1.179111 -1.757844 0.341897 -0.064 0.935 -0.082 0.2556
H 0.062762 0.658340 3.193152 -0.220 0.424 -0.385 0.3515
H 0.418230 0.770544 1.368036 -0.274 0.048 1.305 0.1714
H -1.106309 0.763377 -3.655768 -1.140 -1.386 -3.047 0.2773
H -1.880582 -0.607762 2.615908 -1.145 -0.860 1.499 0.4174
```
Forces are in eV/Å.

energy relative to the best compared isomer or geometry (same formula, charge and spin)	105.1	kJ/mol
spin multiplicity	1
E_LUMO	3.37	eV
HOMO	-5.00	eV
Kohn-Sham gap	8.4	eV
net charge	-1

***

Below is a molecular structure, C11H9ClFeN5O12 in a non-equilibrium geometry, with properties calculated with the ωB97M-V functional and the def2-TZVPD basis.

Structure (XYZ):
```
39
Properties=species:S:1:pos:R:3:forces:R:3:mulliken_charge:R:1
Fe 0.746249 1.109746 0.852709 -0.402 0.073 -1.105 0.1929
Cl 2.497096 3.139694 0.406623 0.410 -0.061 0.463 2.0289
O 1.443367 2.963780 1.473967 -0.015 -0.267 0.154 -0.6884
O 3.634450 2.365865 0.799960 0.069 0.084 0.044 -0.6840
O 2.177133 0.276127 1.974146 0.179 0.095 0.021 -0.4436
O 2.816636 4.501533 0.265679 -0.334 0.073 -0.166 -0.6135
O -0.049625 -6.301025 -0.756473 0.027 0.000 0.005 -0.6262
O 1.880004 2.547398 -0.763920 0.174 -0.156 0.111 -0.5652
O 1.151393 -0.253876 -0.288170 -0.270 0.095 -0.058 -0.6182
O -2.537596 -0.808801 1.260299 -0.032 0.084 0.047 -0.6221
O -1.927629 -5.627708 0.055035 0.002 0.016 0.010 -0.6122
O 3.495453 -1.533862 0.059807 0.006 -0.177 -0.059 -0.6658
O -0.591125 0.189102 1.678608 0.144 0.343 0.389 -0.5608
O 3.512786 -2.902487 -1.603688 0.053 -0.077 -0.001 -0.5739
N -0.683986 1.931929 -0.224774 -0.062 -0.095 0.073 0.6860
N -0.786837 -5.443645 -0.313901 -0.048 -0.023 -0.018 1.0383
N -2.776649 3.042405 -1.621025 0.017 -0.018 0.007 -0.6086
N 2.950419 -2.312776 -0.715047 -0.034 0.216 -0.001 0.9899
N -3.679062 3.844343 0.336556 0.001 0.070 0.002 -0.4112
C -1.058481 -3.069882 0.282038 -0.074 0.085 0.030 -0.7860
C 1.522077 -2.560644 -0.507909 0.083 0.037 0.022 -0.2413
C -0.749303 1.799665 -1.556012 0.076 -0.035 -0.004 -0.4095
C 1.049360 -3.849624 -0.599608 0.154 0.037 -0.069 -0.4632
C -2.700664 3.161065 -0.298413 -0.005 -0.032 -0.044 0.4442
C 0.709921 -1.481008 -0.130558 0.071 -0.042 0.090 1.3224
C -1.810280 2.363968 -2.230268 -0.052 0.037 0.026 -0.5108
C -1.346217 -0.736625 1.101086 0.080 -0.141 0.038 0.2971
C -1.633973 2.586157 0.416837 0.022 -0.017 -0.041 -0.1347
C -0.568430 -1.779134 0.360812 -0.045 -0.080 -0.025 0.4665
C -0.258244 -4.076120 -0.226300 -0.082 -0.100 0.006 -0.3233
H -1.574617 2.637789 1.495279 0.011 0.003 0.006 0.2573
H -4.435462 4.215662 -0.209031 -0.009 -0.013 0.007 0.2448
H -3.696011 3.937943 1.333890 -0.016 -0.021 0.005 0.1921
H 2.617302 -0.398903 1.412441 -0.075 0.006 -0.005 0.4744
H 0.046369 1.259758 -2.044153 -0.002 -0.001 0.004 0.5499
H 2.870683 0.941961 2.124064 -0.031 -0.013 0.037 0.3825
H 1.684689 -4.657378 -0.932015 0.010 -0.001 0.006 0.5962
H -2.056263 -3.287341 0.636725 0.000 0.015 0.002 0.6186
H -1.884926 2.264956 -3.305282 0.000 0.001 -0.011 0.3804
```
Forces are in eV/Å.

spin multiplicity	2
⟨S²⟩	0.926
E_LUMO (alpha / beta)	-2.19 / -1.67	eV
HOMO (alpha / beta)	-9.74 / -9.73	eV
Kohn-Sham gap (alpha / beta)	7.6 / 8.1	eV

***

Below is 2 unconnected molecules or ions with the total composition C3H3N3O in a non-equilibrium geometry, with properties calculated with the ωB97M-V functional and the def2-TZVPD basis.

Structure (XYZ):
```
10
Properties=species:S:1:pos:R:3:forces:R:3:mulliken_charge:R:1
O -0.968989 -1.344341 1.300402 0.147 0.392 -0.035 -0.4999
N 0.666710 -1.307361 -1.367014 2.824 -2.525 0.563 -0.0782
N 1.402083 -1.238631 -0.542754 -0.451 -2.624 -3.396 0.0117
N -0.874875 1.069771 -1.525343 0.365 -0.469 0.382 -0.3741
C 0.477161 0.383237 0.485514 -2.056 2.225 0.534 -0.6017
C -0.319471 -0.334685 1.475899 -0.408 0.109 -0.002 0.0851
C -0.165477 0.595028 -0.676402 -0.491 3.551 1.893 0.4453
H -0.379771 0.257732 2.404665 0.205 -0.485 0.498 0.3269
H 1.385428 0.875764 0.829845 -0.402 0.238 -0.527 0.4009
H -1.031630 0.859419 -2.501203 0.266 -0.411 0.090 0.2840
```
Forces are in eV/Å.

energy relative to the best compared isomer or geometry (same formula, charge and spin)	320.1	kJ/mol
spin multiplicity	1
SMILES	N=C=CC=O.N#N
E_LUMO	0.25	eV
HOMO	-8.51	eV
Kohn-Sham gap	8.8	eV

***

Below is 2 unconnected molecules or ions with the total composition C3H9NO2 in a non-equilibrium geometry, with properties calculated with the ωB97M-V functional and the def2-TZVPD basis.

Structure (XYZ):
```
15
Properties=species:S:1:pos:R:3:forces:R:3:mulliken_charge:R:1
O -3.093021 0.643731 -0.735866 0.446 -0.716 -0.034 -0.4834
O 2.405749 0.032200 1.871346 -0.312 0.135 0.390 -0.1127
N -1.118465 -0.185205 0.320451 0.496 0.056 0.695 -0.4706
C -1.719347 0.844801 -0.452984 -0.576 1.374 -0.791 -0.3015
C 1.934821 0.101036 0.793497 0.669 -0.103 -1.091 0.2896
C 2.272903 -0.851385 -0.360158 -0.449 -0.154 0.259 -0.6760
H 1.307392 0.970264 0.458972 -0.476 -0.042 0.441 0.3322
H -1.668543 1.828198 0.020149 0.520 -0.150 0.441 0.3494
H 3.349908 -0.835039 -0.521197 0.009 0.020 0.024 0.3572
H -3.441175 0.059198 -0.048897 -0.274 0.240 -0.118 0.3066
H 1.697426 -0.545383 -1.226898 0.100 0.042 -0.055 0.2778
H 1.946693 -1.834571 -0.016146 0.130 -0.073 -0.053 0.3023
H -1.407497 -1.093190 -0.027650 0.186 -0.156 0.190 0.2574
H -1.309361 -0.066279 1.308954 -0.079 -0.383 0.028 0.2862
H -1.157490 0.931630 -1.383568 -0.392 -0.091 -0.327 0.2854
```
Forces are in eV/Å.

energy relative to the best compared isomer or geometry (same formula, charge and spin)	194.2	kJ/mol
spin multiplicity	2
⟨S²⟩	0.760
E_LUMO (alpha / beta)	-5.22 / -9.67	eV
HOMO (alpha / beta)	-14.30 / -13.91	eV
Kohn-Sham gap (alpha / beta)	9.1 / 4.2	eV
net charge	+1

***

Below is 2 unconnected molecules or ions with the total composition CH3NO2S in a non-equilibrium geometry, with properties calculated with the ωB97M-V functional and the def2-TZVPD basis.

Structure (XYZ):
```
8
Properties=species:S:1:pos:R:3:forces:R:3:mulliken_charge:R:1
S -0.919700 0.632502 -0.779844 -1.939 1.700 1.753 0.2845
O -1.586379 1.175204 0.468510 1.099 -0.510 -1.770 -0.5038
O 1.304641 1.412420 1.277379 0.691 0.309 0.233 -0.5906
N -0.500213 -0.866691 -0.563736 1.532 -3.961 -2.151 -0.0740
C 0.055333 -1.887020 -0.983322 -0.643 1.514 1.771 -0.0296
H 0.727375 1.973087 0.751092 -0.184 -0.282 0.169 0.3155
H -0.161318 -2.935596 -1.281630 -0.321 1.167 0.080 0.2900
H 1.080264 0.496093 1.111552 -0.234 0.063 -0.085 0.3079
```
Forces are in eV/Å.

energy relative to the best compared isomer or geometry (same formula, charge and spin)	337.9	kJ/mol
spin multiplicity	1
E_LUMO (alpha / beta)	-1.25 / -1.07	eV
HOMO (alpha / beta)	-8.48 / -8.56	eV
Kohn-Sham gap (alpha / beta)	7.2 / 7.5	eV

***

Below is a single C5H5Cl molecule in a non-equilibrium geometry, with properties calculated with the ωB97M-V functional and the def2-TZVPD basis.

Structure (XYZ):
```
11
Properties=species:S:1:pos:R:3:forces:R:3:mulliken_charge:R:1
Cl 0.292180 2.476134 -0.055241 -0.254 -0.192 -0.025 -0.1933
C -2.550960 -0.125134 -0.071892 -2.582 -1.177 -0.894 -0.1437
C -1.517686 0.441782 0.029263 0.601 0.101 0.063 -0.5592
C -0.153684 0.741326 0.266148 1.952 -0.066 2.377 0.2369
C 1.731836 -0.844613 0.143428 0.157 -1.418 -0.956 -0.6514
C 0.835036 -0.115907 -0.500003 -0.848 0.991 -0.579 -0.1345
H 1.518289 -1.194447 1.163224 0.644 0.760 -0.182 0.2519
H 0.078865 0.591282 1.393003 -0.511 0.345 -1.791 0.2507
H 2.536502 -1.351651 -0.435701 -0.755 0.255 0.648 0.2526
H 0.702415 0.028097 -1.598255 0.835 -0.181 0.890 0.2931
H -3.472791 -0.646867 -0.333973 0.762 0.582 0.450 0.3970
```
Forces are in eV/Å.

energy relative to the best compared isomer or geometry (same formula, charge and spin)	214.9	kJ/mol
spin multiplicity	1
SMILES	C#C[C@H](Cl)C=C
E_LUMO	0.89	eV
HOMO	-10.10	eV
Kohn-Sham gap	11.0	eV